Molecular formula: C3H10N4O
Method: DFT, the ωB97M-V functional and the def2-TZVPD basis

Bonds (Å) are listed after each position.
Cartesian coordinates (Å):
1 C 1.11644 0.96899 -1.56451  N6 1.300, H14 1.094, H15 1.086
2 C 1.93684 -0.60586 0.93836  N3 1.452, H16 1.094, H17 1.089, H18 1.090
3 N 0.75030 -0.03538 0.32509  C2 1.452, N8 1.390, H13 1.078
4 C -1.48940 -0.52503 0.43627  N5 1.389, O7 1.365, N8 1.267
5 N -2.55805 -1.41028 0.38258  C4 1.389, H10 1.010, H11 1.014
6 N 0.88854 2.18757 -1.17445  C1 1.300, H12 1.021
7 O -1.82045 0.77548 0.68790  C4 1.365, H9 0.963
8 N -0.30248 -0.94300 0.29187  N3 1.390, C4 1.267
9 H -2.72491 0.81706 1.01732  O7 0.963
10 H -2.25318 -2.35049 0.17477  N5 1.010
11 H -3.31750 -1.11876 -0.22212  N5 1.014
12 H -0.04096 2.52400 -1.42901  N6 1.021
13 H 0.54879 0.98987 0.59084  N3 1.078
14 H 0.39391 0.33057 -2.08237  C1 1.094
15 H 2.15292 0.65107 -1.62205  C1 1.086
16 H 1.78319 -0.85036 1.99385  C2 1.094
17 H 2.74747 0.11598 0.85284  C2 1.089
18 H 2.18854 -1.52143 0.40285  C2 1.090

Its electronic energy is -11278.6425 eV. The value obtained for the frontier orbital gap is 8.2372 eV.

Results of the Mulliken charge analysis, in e, for atoms 1 through 6: atom 1 (C): -0.100, atom 2 (C): -1.003, atom 3 (N): 0.075, atom 4 (C): 0.637, atom 5 (N): -0.575, atom 6 (N): -0.702